i) 9
Properties=species:S:1:pos:R:3 method="wB97M-V/def2-TZVPD" smiles="[O-][N+]1=CC1.F" homo_ev=-9.11 homo_lumo_gap_ev=9.71
O 1.8333 1.9922 -0.0910
N 1.4997 0.8307 0.0576
C 1.2953 -0.1395 0.8657
C 0.9279 -0.2983 -0.5543
H 1.0077 -0.3733 1.8341
H 1.7590 -0.8681 -1.2187
H -0.0633 -0.3328 -1.0820
F -2.7644 1.1066 -0.0178
H -2.7332 0.6723 -0.8440


ii) 9
Properties=species:S:1:pos:R:3 method="wB97M-V/def2-TZVPD" homo_ev="-8.95 / -8.94" homo_lumo_gap_ev="8.41 / 8.41"
C 0.3818 0.3450 -0.6046
C 0.9555 -0.2600 0.6497
N -0.5139 -0.7238 -0.3895
O -1.6097 -0.7183 0.1047
F -2.2172 0.7372 0.3615
H -0.0488 1.3146 -0.7972
H 0.8262 0.2896 -1.5131
H 1.7219 -0.9869 0.5518
H 0.5042 0.0026 1.6367


So which one is most stable? That would be i), about 254.9 kJ/mol below the next structure.


i) 20
Properties=species:S:1:pos:R:3 method="wB97M-V/def2-TZVPD" smiles=c1cc[nH]c1.c1cc[nH]c1 homo_ev=-8.21 homo_lumo_gap_ev=9.16
C -4.5438 -0.9891 -4.3127
C -4.5804 0.3510 -4.8805
C -3.3344 0.8824 -4.7859
N -2.5027 -0.0088 -4.1386
C -3.3280 -1.1142 -3.7496
H -5.3487 -1.7183 -4.2204
H -5.5201 0.6950 -5.3126
H -3.0138 1.8832 -5.0751
H -1.5146 0.0994 -3.8968
H -2.9394 -1.9438 -3.1588
C -4.6831 -2.7408 1.6453
C -5.1596 -3.9556 2.1154
C -6.4300 -3.7440 2.6373
N -6.6773 -2.4534 2.4874
C -5.5893 -1.7865 1.9840
H -3.7322 -2.4689 1.1870
H -4.7121 -4.9419 1.9932
H -7.2756 -4.3532 2.9567
H -7.5682 -2.0830 2.8275
H -5.7193 -0.7217 1.7907


ii) 20
Properties=species:S:1:pos:R:3 method="wB97M-V/def2-TZVPD" homo_ev=-7.56 homo_lumo_gap_ev=7.81
N 0.5198 -2.4629 -0.7163
N 0.5731 -1.2002 -1.2452
C -0.1880 -0.2666 -0.8150
C -1.2842 -0.3906 0.0970
C -1.9704 0.7168 0.4894
C -1.6800 2.0288 0.0110
C -0.7729 2.2713 -0.9516
C 0.0728 1.0704 -1.4140
H 1.3843 -2.9051 -0.5320
H -0.0812 -2.6035 0.0623
H -1.4311 -1.4087 0.4681
H -2.8007 0.6818 1.2823
H -2.2888 2.8313 0.4113
H -0.5368 3.1153 -1.5213
H 1.1567 1.3147 -1.2965
H -0.1579 1.0670 -2.5442
C 2.4011 -0.3575 2.0573
C 2.1410 -1.5006 1.9486
H 2.8231 0.5741 2.3188
H 2.1202 -2.5761 1.8899


So which one is most stable? That would be i), about 357.9 kJ/mol below the next structure.


i) 30
Properties=species:S:1:pos:R:3 method="wB97M-V/def2-TZVPD" smiles="C=[Si](C)OCCC[SiH](OC)OC" homo_ev=-7.89 homo_lumo_gap_ev=8.41
C -4.7558 0.3462 0.1837
Si -3.2033 -0.5339 0.0230
C -2.8407 -1.9429 -1.0887
O -1.7273 0.0152 0.4576
C -1.3242 1.0928 1.2718
C -0.1418 1.8772 0.6856
C 1.2197 1.3039 1.1103
Si 1.8151 -0.3665 0.3971
O 3.1598 -0.6660 1.2656
C 4.4569 -1.0023 0.9469
O 2.3659 -0.1436 -1.1821
C 1.8752 0.5079 -2.3121
H -5.6865 -0.1276 -0.1036
H -4.8990 0.9855 1.0949
H -2.2696 -1.6757 -1.9452
H -2.4767 -2.8477 -0.7225
H -3.7365 -2.3321 -1.6179
H -1.2562 0.7484 2.2829
H -2.1570 1.7885 1.4144
H -0.1936 1.6069 -0.4597
H -0.1892 2.8814 0.9150
H 1.8807 2.0973 0.8705
H 1.1640 1.2461 2.2716
H 1.0944 -1.5358 0.2470
H 4.7330 -2.0588 1.0768
H 5.1002 -0.3599 1.4952
H 4.4800 -0.9014 -0.1119
H 0.8188 0.1379 -2.5368
H 2.4212 0.1115 -3.2521
H 1.8227 1.4976 -2.2137


ii) 30
Properties=species:S:1:pos:R:3 method="wB97M-V/def2-TZVPD" smiles=CO[Si]1(OC)CCCO[Si]1(C)C homo_ev=-8.65 homo_lumo_gap_ev=9.40
C 2.5925 1.0524 -1.4631
O 1.9692 -0.2336 -1.3793
Si 1.0881 -0.5105 -0.0686
O 1.9232 -0.5248 1.3580
C 2.2691 0.4997 2.2136
C 0.3384 -2.1719 -0.6346
C -0.9028 -2.5892 0.1402
C -2.1922 -1.8691 -0.3373
O -2.2202 -0.5511 0.0794
Si -1.0617 0.6557 -0.0138
C -1.6376 1.8516 1.5146
C -1.5133 1.6060 -1.6492
H 3.5690 1.1924 -0.9776
H 1.9578 1.7397 -1.0920
H 2.8381 1.3882 -2.4017
H 1.7898 1.4573 1.9191
H 3.4778 0.4870 2.3857
H 1.8606 0.1378 3.1723
H 1.1324 -2.8996 -0.7957
H 0.0332 -1.9425 -1.6109
H -0.6752 -2.2068 1.2281
H -1.2197 -3.7090 0.0214
H -2.1985 -2.1540 -1.4728
H -3.0424 -2.2842 0.0437
H -1.2647 2.8350 1.3736
H -2.6467 1.7696 1.5883
H -1.3932 1.4021 2.5444
H -1.7640 0.9243 -2.4410
H -2.4284 2.2665 -1.3527
H -0.6787 2.3807 -1.8921


So which one is most stable? That would be ii), about 138.4 kJ/mol below the next structure.


i) 18
Properties=species:S:1:pos:R:3 method="wB97M-V/def2-TZVPD" smiles="Cc1conc1C(=O)O.N" homo_ev=-9.77 homo_lumo_gap_ev=10.42
C -1.4272 -2.2713 0.0822
C -1.4349 -0.7791 0.0653
C -2.5159 0.0461 0.0111
O -2.1267 1.3273 -0.0406
N -0.7787 1.3941 0.0521
C -0.3490 0.1552 0.0790
C 1.1309 -0.0808 0.1280
O 1.6934 -0.4112 1.1573
O 1.5906 -0.4116 -1.0886
H -1.0122 -2.6541 1.0236
H -2.4488 -2.6535 -0.0316
H -0.8116 -2.6658 -0.7371
H -3.5862 -0.1354 -0.0257
H 2.1253 -1.2154 -1.0263
N 2.3621 2.3686 0.0788
H 2.0513 2.9090 0.8828
H 3.3578 2.1794 0.1600
H 2.1798 2.8986 -0.7703


ii) 18
Properties=species:S:1:pos:R:3 method="wB97M-V/def2-TZVPD" smiles="N#CC1=N[C@@H](CO)CO1.O" homo_ev=-10.58 homo_lumo_gap_ev=10.67
N -1.9828 -3.8161 0.1712
C -0.9944 -3.2159 0.1686
C 0.0930 -2.2469 0.1242
N 0.1908 -1.3313 -0.7466
C 1.0642 -0.3006 -0.1635
C 0.3579 1.0425 -0.0237
O -0.1574 1.5661 -1.2247
C 1.5132 -0.9087 1.1842
O 0.8605 -2.1999 1.2174
H 1.9120 -0.1656 -0.8521
H 1.0745 1.7796 0.3640
H -0.4374 0.9645 0.7370
H -0.5278 0.8799 -1.7881
H 2.5936 -1.0626 1.2631
H 1.1616 -0.3335 2.0518
O -2.5834 2.9890 -0.7028
H -2.3310 3.9119 -0.7943
H -1.8070 2.4476 -0.9861


iii) 18
Properties=species:S:1:pos:R:3 method="wB97M-V/def2-TZVPD" smiles="N#C[C@H](CO)CNC(=O)O" homo_ev=-10.25 homo_lumo_gap_ev=10.64
N -1.9434 -2.3263 -0.8821
C -1.6966 -1.3344 -0.3424
C -1.3957 -0.0557 0.3193
C -1.0973 1.0297 -0.7343
O -0.0990 0.5997 -1.6298
C -0.2435 -0.1859 1.3357
N 0.9120 -0.8692 0.7962
C 1.7291 -0.4590 -0.1953
O 2.2686 -1.2074 -0.9955
O 2.2188 0.9256 -0.0435
H -2.3020 0.2384 0.8711
H -1.9917 1.2632 -1.3255
H -0.7744 1.9436 -0.2122
H 0.8219 1.0878 -1.3836
H -0.5948 -0.7267 2.2232
H 0.0547 0.8248 1.6346
H 1.1458 -1.7750 1.1806
H 2.9877 1.0269 -0.6163


So which one is most stable? That would be iii), about 58.4 kJ/mol below the next structure.


i) 120
Properties=species:S:1:pos:R:3 method="wB97M-V/def2-TZVPD" homo_ev=-9.26 homo_lumo_gap_ev=9.01
C -0.7778 -1.7422 2.8404
O 0.1923 -1.5117 3.8447
H -1.4704 -2.5042 3.1976
H -1.3467 -0.8500 2.5789
H -0.3125 -2.0483 1.9035
H 0.5452 -0.6395 3.6541
C 1.6801 3.1231 -2.7880
O 2.3784 4.3019 -2.6114
H 2.3304 2.2513 -2.7163
H 0.8039 3.1967 -2.1436
H 1.1689 3.2066 -3.7471
H 3.0885 4.3556 -3.2552
C -0.5449 0.1778 -0.1655
O 0.8592 0.1528 -0.2682
H -0.8269 -0.8401 0.1037
H -0.8154 0.8922 0.6120
H -1.0339 0.4251 -1.1078
H 1.1388 -0.6232 -0.7594
C -2.3412 3.1720 -1.7434
O -1.9005 2.5040 -2.9051
H -2.8016 2.5910 -0.9443
H -1.6034 3.8443 -1.3055
H -3.1439 3.7913 -2.1437
H -2.4046 2.7751 -3.6757
C 1.4807 3.6021 0.9613
O 1.1646 3.6401 2.3368
H 2.5338 3.7965 0.7578
H 1.1393 2.6716 0.5077
H 0.9606 4.4315 0.4822
H 1.1347 4.5363 2.6796
C -0.5605 -0.4367 -4.4258
O 0.1036 0.7717 -4.3827
H 0.0429 -1.2242 -4.8773
H -0.8304 -0.9307 -3.4924
H -1.4727 -0.3595 -5.0174
H -0.4333 1.4218 -3.9238
C -6.0561 1.5752 1.3917
O -5.2741 1.1152 2.5473
H -6.1359 0.8740 0.5611
H -7.0910 1.7867 1.6606
H -5.6296 2.4622 0.9231
H -5.7864 0.4324 2.9864
C 5.8964 -3.1300 -0.7508
O 6.9219 -2.1931 -1.1041
H 6.3284 -3.9137 -0.1285
H 5.1808 -2.5568 -0.1613
H 5.4392 -3.5661 -1.6390
H 7.7638 -2.6436 -1.0045
C -4.0557 0.1289 -2.7402
O -4.8244 0.2488 -1.5641
H -4.4328 -0.4180 -3.6044
H -4.0228 1.1499 -3.1204
H -2.9985 -0.1118 -2.6289
H -5.6839 0.5359 -1.8812
C 0.9889 1.8340 4.8873
O 0.9977 1.0516 3.7005
H 2.0057 2.0486 5.2161
H 0.3828 2.7092 4.6531
H 0.3460 1.2940 5.5825
H 0.8833 1.7058 3.0073
C -2.8620 0.3554 5.3414
O -3.2589 0.3207 6.7095
H -2.0209 0.9945 5.0726
H -2.6185 -0.6631 5.0387
H -3.6871 0.6758 4.7053
H -3.5270 1.1655 7.0783
C -1.2944 -4.5194 0.2496
O -1.3959 -3.2714 -0.3954
H -0.4797 -5.1017 -0.1810
H -0.9607 -4.4286 1.2832
H -2.2118 -5.1079 0.2584
H -2.2164 -2.8198 -0.1845
C 1.9997 -3.3591 -0.9091
O 1.1887 -2.4630 -1.6025
H 1.8064 -4.3812 -1.2348
H 3.0545 -3.2564 -1.1640
H 1.9575 -3.2306 0.1725
H 0.2982 -2.7713 -1.4191
C 3.3586 -2.2789 -5.5331
O 4.2363 -3.2087 -6.1337
H 3.9087 -1.4571 -5.0747
H 2.5431 -1.9187 -6.1603
H 2.7235 -2.7766 -4.8003
H 4.5220 -2.9645 -7.0170
C 4.9742 0.3906 -1.6856
O 6.1414 0.4420 -0.9152
H 5.2414 0.3541 -2.7417
H 4.5163 -0.5655 -1.4321
H 4.2679 1.2099 -1.5514
H 6.6082 -0.3569 -1.1712
C -4.2699 -1.8259 1.2773
O -3.4253 -1.6728 0.1334
H -3.9477 -2.7357 1.7839
H -4.1068 -1.0336 2.0078
H -5.3226 -1.8442 0.9949
H -3.7789 -0.9821 -0.4319
C -2.4772 2.8025 2.1550
O -3.5153 3.4933 2.7840
H -2.9071 1.9621 1.6100
H -1.8554 3.4025 1.4906
H -1.7943 2.4334 2.9201
H -4.2957 2.9342 2.7942
C -4.1933 -3.5333 -2.4838
O -4.9878 -4.2539 -3.4082
H -4.5686 -2.5100 -2.4875
H -4.3663 -3.9237 -1.4809
H -3.1322 -3.5856 -2.7278
H -5.9119 -4.0150 -3.3048
C 3.6804 -0.4380 1.3602
O 5.0697 -0.4627 1.4994
H 3.1472 -1.0033 2.1245
H 3.3534 0.6018 1.3696
H 3.3384 -0.9102 0.4393
H 5.4349 -0.0428 0.7171
C 4.4875 2.9345 3.4986
O 5.8237 3.0946 3.0187
H 4.6288 2.4937 4.4855
H 4.0444 3.9297 3.5345
H 3.9005 2.3264 2.8103
H 5.8652 3.0155 2.0629


ii) 120
Properties=species:S:1:pos:R:3 method="wB97M-V/def2-TZVPD" homo_ev=-9.25 homo_lumo_gap_ev=9.33
C 5.8938 -0.0250 -1.2816
O 6.9332 -0.3566 -0.3061
H 5.2509 -0.8455 -1.6004
H 5.2854 0.8301 -0.9870
H 6.2682 0.4031 -2.2115
H 7.6162 -0.8507 -0.7653
C 3.9657 0.9019 -4.8971
O 3.8880 -0.2730 -5.8038
H 4.7124 0.7249 -4.1231
H 4.2568 1.8176 -5.4118
H 3.0305 1.1049 -4.3753
H 3.6460 0.0513 -6.6744
C 0.8505 2.3877 -5.5245
O -0.2232 2.4798 -6.4351
H 1.2104 3.3869 -5.2794
H 0.5411 1.9366 -4.5816
H 1.8073 1.9715 -5.8397
H 0.0760 2.9597 -7.2108
C -4.2575 -0.6603 4.3100
O -4.7327 -1.1760 3.0723
H -4.1753 0.4265 4.3247
H -4.9553 -0.9436 5.0979
H -3.2791 -1.0366 4.6088
H -5.6770 -1.0213 2.9951
C -1.5771 -3.6344 4.3795
O -0.2741 -3.7822 3.9494
H -2.1198 -4.2653 3.6756
H -1.7900 -3.8532 5.4259
H -1.9458 -2.6411 4.1236
H -0.1510 -3.3013 3.1277
C -1.6604 2.8169 -1.8912
O -1.6915 1.5837 -2.4139
H -0.8154 2.8667 -1.2045
H -1.5236 3.5516 -2.6848
H -2.5571 2.8142 -1.2715
H -2.4575 1.5018 -2.9867
C 3.2103 -0.5400 4.9867
O 3.3651 0.9200 5.2212
H 4.1952 -0.9932 4.8738
H 2.8740 -1.0207 5.9054
H 2.5900 -0.8220 4.1360
H 3.2924 1.0457 6.1702
C 3.5254 2.8154 1.6385
O 4.5412 3.6162 2.2326
H 2.7294 3.4732 1.2894
H 3.9445 2.4765 0.6910
H 3.1270 2.0458 2.2996
H 5.3231 3.0616 2.1803
C -2.0455 -3.7843 -4.5203
O -1.8576 -5.1752 -4.5183
H -1.6341 -3.4777 -5.4820
H -3.0836 -3.4941 -4.6822
H -1.5786 -3.3246 -3.6493
H -0.9699 -5.3855 -4.2192
C 0.2758 0.3374 1.0197
O 0.7393 -0.5395 0.0704
H 0.6318 0.0464 2.0080
H 0.6523 1.2861 0.6373
H -0.8106 0.2533 1.0472
H 0.8802 -0.1497 -0.7955
C 2.0317 2.3360 -1.8191
O 1.2780 1.2091 -2.1064
H 1.9550 3.0546 -2.6351
H 1.7227 2.8546 -0.9115
H 3.0477 2.0386 -1.5595
H 0.3694 1.4287 -2.3251
C -5.0724 3.1608 2.0005
O -6.1764 2.6165 2.6387
H -5.2872 4.2139 1.8189
H -4.1835 3.0624 2.6235
H -5.0117 2.6117 1.0608
H -6.2413 3.1677 3.4220
C -1.5978 -2.6705 1.1011
O -0.3589 -2.4596 1.7762
H -1.4414 -2.3916 0.0591
H -2.0231 -3.6651 1.2353
H -2.2989 -1.8810 1.3716
H 0.1245 -1.7742 1.3093
C 0.1097 -0.9804 -5.9965
O -0.7246 -0.7582 -7.0810
H 1.0985 -0.7029 -6.3616
H -0.1522 -0.3669 -5.1345
H 0.0956 -2.0255 -5.6872
H -0.6199 0.1886 -7.1998
C -0.4186 2.3203 4.0524
O 0.0745 3.0384 5.1648
H -0.7865 2.8753 3.1895
H 0.2868 1.5544 3.7299
H -1.3784 1.9686 4.4307
H 0.1415 2.3950 5.8742
C -6.2088 -1.5908 0.0512
O -7.3817 -1.3751 0.7371
H -6.2851 -1.6332 -1.0353
H -5.5324 -0.7709 0.2930
H -5.7674 -2.4497 0.5567
H -7.1319 -0.8466 1.4987
C 1.8743 -2.5298 -2.8997
O 2.9606 -3.2101 -2.2981
H 2.2718 -1.5807 -3.2591
H 1.5779 -3.2465 -3.6656
H 1.0843 -2.3871 -2.1624
H 3.0190 -2.9320 -1.3811
C 0.3317 -5.6977 -2.0184
O 0.5059 -5.7197 -3.4325
H 1.0274 -4.9570 -1.6242
H -0.6471 -5.3893 -1.6510
H 0.5179 -6.7334 -1.7343
H 1.3436 -6.1821 -3.5098
C 0.0112 -0.3235 6.5269
O 0.4568 1.0237 6.8225
H -1.0083 -0.6066 6.7890
H -0.0732 -0.4715 5.4503
H 0.6781 -1.1083 6.8839
H 1.2858 0.8528 7.2755
C 0.1316 5.6353 1.5378
O -0.5649 4.7503 0.7056
H 1.1176 5.1716 1.5077
H 0.2471 6.6243 1.0945
H -0.2173 5.7864 2.5594
H -1.4729 4.9552 0.4706


So which one is most stable? That would be i), about 280.1 kJ/mol below the next structure.


i) 37
Properties=species:S:1:pos:R:3 method="wB97M-V/def2-TZVPD" charge=+2 spin_multiplicity=2 s_squared=0.826 homo_ev="-16.14 / -16.10" homo_lumo_gap_ev="7.66 / 5.24"
Ir 0.9718 -0.7503 0.5541
N -0.9951 0.8615 4.1963
C -0.8283 0.9841 2.6949
C -1.8147 2.0564 2.2137
P -1.3685 -0.6207 1.9393
O -0.1700 -1.6610 2.4113
O -2.7147 -0.9613 2.3703
O -0.9922 -0.5604 0.4179
P 0.9080 1.6110 2.4170
O 1.7425 0.3942 3.0973
O 1.0750 2.8689 3.1440
O 1.0632 1.4439 0.9247
H -1.9486 0.5673 4.4374
H -0.8055 1.7781 4.6224
H -0.3325 0.1899 4.5948
H -2.8418 1.7853 2.4625
H -1.7471 2.1644 1.1324
H -1.5630 3.0201 2.6581
H -0.4812 -2.5749 2.5394
H 2.5291 0.7080 3.5704
F 1.6116 -2.2173 -1.9195
B 1.5566 -2.3501 -0.5920
F 1.9895 -3.4803 -0.0794
N 0.6747 0.5277 -1.4173
C 0.4750 -0.0316 -2.6923
C 1.5256 -0.0448 -3.6476
C 1.3451 -0.6352 -4.9533
C 0.1565 -1.1944 -5.2953
C -0.8885 -1.1737 -4.3361
C -0.7156 -0.5912 -3.0393
H 1.4639 1.1536 -1.2827
H -0.1590 0.8106 -0.9083
H 2.4890 0.3913 -3.4066
H 2.1750 -0.6178 -5.6464
H 0.0087 -1.6391 -6.2698
H -1.8533 -1.6050 -4.5735
H -1.5412 -0.6073 -2.3386


ii) 37
Properties=species:S:1:pos:R:3 method="wB97M-V/def2-TZVPD" charge=+2 spin_multiplicity=2 s_squared=0.782 homo_ev="-16.27 / -16.28" homo_lumo_gap_ev="7.80 / 5.44"
Ir -0.1133 -1.1358 0.6720
N -3.2332 -1.5705 -2.5111
C -2.2886 -0.6334 -1.7833
C -2.3420 0.7183 -2.5080
P -0.5765 -1.2842 -2.0001
O -0.5804 -2.6302 -1.0290
O -0.2883 -1.4956 -3.4077
O 0.3816 -0.4187 -1.0988
P -2.9916 -0.4164 -0.0706
O -2.9508 -1.9665 0.4218
O -4.3574 0.0850 -0.2026
O -1.8649 0.2981 0.6552
H -2.9470 -1.7025 -3.4881
H -4.1758 -1.1599 -2.4859
H -3.2830 -2.4852 -2.0527
H -2.0477 0.6177 -3.5537
H -1.6622 1.4231 -2.0317
H -3.3479 1.1348 -2.4390
H 0.0002 -3.3421 -1.3526
H -3.7324 -2.2079 0.9431
F 2.4720 -1.1419 2.1037
B 1.5763 -1.9340 1.5135
F 1.7561 -3.2266 1.6618
N 0.4995 1.0009 1.2110
C 1.7929 1.4124 1.4931
C 2.1609 1.6795 2.8620
C 3.4373 2.1021 3.1737
C 4.3632 2.2672 2.1614
C 3.9875 2.0067 0.7990
C 2.7216 1.5881 0.4745
H -0.2126 1.2101 1.9069
H 0.1815 1.2241 0.2690
H 1.4364 1.5521 3.6579
H 3.6853 2.2958 4.2077
H 5.3701 2.5954 2.3836
H 4.7087 2.1425 0.0037
H 2.4646 1.3972 -0.5596


So which one is most stable? That would be ii), about 63.0 kJ/mol below the next structure.